[1]
DFT (ωB97M-V with the def2-TZVPD basis set) results for a molecular structure, C5H10NO3PdS2 in a non-equilibrium geometry.

Calculated values
Net charge   -1
Kohn-Sham gap (alpha / beta)   6.077 / 6.076 eV
E_LUMO (alpha / beta)   0.08179 / 0.08176 Ha
HOMO energy (alpha / beta)   -3.85 / -3.85 eV
Calculated total energy   -38129.0198 eV

```
22
C5H10NO3PdS2, DFT ωB97M-V with the def2-TZVPD basis set
Pd -0.8153 -1.9084 -0.8638
N 1.2095 -1.9084 -0.8927
C 1.8999 -2.2614 0.3264
C 1.4323 -1.3861 1.4713
C 0.0499 -1.8285 1.9448
O -0.0336 -2.0377 3.1917
O -0.8442 -1.9084 1.0570
H 1.5011 -2.5170 -1.7721
H 1.4826 -0.9438 -1.2688
H 2.9763 -2.1271 0.1758
H 1.7291 -3.3201 0.5502
H 1.3971 -0.3272 1.1898
H 2.1439 -1.4734 2.3014
C -2.1300 4.0938 -0.7816
O -1.9744 2.6860 -0.8108
C -0.7358 2.1405 -0.8603
S 0.6620 3.0842 -0.9127
S -0.8153 0.4558 -0.8638
H -3.2030 4.3058 -0.7354
H -1.7492 4.5600 -1.6960
H -1.6768 4.5308 0.1141
H -2.5071 -1.9084 -0.8638
```

Mulliken population analysis, charges in e, atoms 1 to 5: atom 1 (Pd): 0.08, atom 2 (N): -0.52, atom 3 (C): -0.60, atom 4 (C): -0.38, atom 5 (C): 0.63

---

[2]
DFT (ωB97M-V with the def2-TZVPD basis set) results for a molecular structure, C5H10NS in a non-equilibrium geometry.

Calculated values
Net charge   +1
Kohn-Sham gap (alpha / beta)   8.036 / 8.034 eV
E_LUMO (alpha / beta)   -0.13973 / -0.13975 Ha
HOMO energy (alpha / beta)   -11.84 / -11.84 eV
Calculated total energy   -17660.4954 eV
Relative energy (zero: lowest compared OMol25 entry of this formula, charge and spin)   5.827 eV

```
17
C5H10NS, DFT ωB97M-V with the def2-TZVPD basis set
C 1.9849 0.7591 0.7604
C 1.5348 0.6369 -0.5983
C 0.3935 -0.1785 -0.1105
C 0.2717 -1.6461 0.1701
C -1.9912 0.3320 -0.4713
N -0.7084 0.6925 0.3059
S 3.1408 -0.0953 -0.1978
H 1.7273 0.8393 1.7749
H 1.3923 1.4503 -1.4337
H 1.2711 -2.1965 0.2600
H -0.0531 -2.0722 -0.8029
H -0.3462 -1.7826 0.9378
H -1.7788 0.8049 -1.4020
H -2.2137 -0.6734 -0.5907
H -2.9635 0.8618 -0.1252
H -1.1124 0.6008 1.1875
H -0.5489 1.6667 0.3358
```

Mulliken population analysis, charges in e, atoms 1 to 5: atom 1 (C): -0.23, atom 2 (C): -0.21, atom 3 (C): 0.20, atom 4 (C): -1.43, atom 5 (C): -0.92

---

[3]
DFT (ωB97M-V with the def2-TZVPD basis set) results for 2 unconnected molecules or ions with the total composition C5H10NS in a non-equilibrium geometry.

Calculated values
Net charge   +1
Kohn-Sham gap (alpha / beta)   7.529 / 7.529 eV
E_LUMO (alpha / beta)   -0.21549 / -0.21550 Ha
HOMO energy (alpha / beta)   -13.39 / -13.39 eV
Calculated total energy   -17661.6167 eV
Relative energy (zero: lowest compared OMol25 entry of this formula, charge and spin)   4.706 eV

```
17
C5H10NS, DFT ωB97M-V with the def2-TZVPD basis set
C 2.2886 0.6941 -1.0749
C 0.0271 -0.0788 -0.3286
C -1.6883 -1.7149 0.5085
C -1.8013 0.7974 1.1463
C -1.3774 -0.2718 0.0456
N 1.1749 0.2010 -0.4439
S 4.5555 1.3246 -0.2098
H 2.6116 -0.0611 -1.7681
H 2.1068 1.6920 -1.4304
H -2.0458 -1.6429 1.5071
H -2.4336 -1.9824 -0.1977
H -0.8768 -2.3460 0.2546
H -2.8559 0.8041 1.0917
H -1.3690 1.7203 0.8833
H -1.3970 0.4507 2.0521
H -1.9303 -0.0695 -0.8155
H 5.0107 0.4832 -1.2203
```

Mulliken population analysis, charges in e, atoms 1 to 5: atom 1 (C): -0.72, atom 2 (C): 0.21, atom 3 (C): -1.19, atom 4 (C): -1.54, atom 5 (C): 0.47

---

[4]
DFT (ωB97M-V with the def2-TZVPD basis set) results for 2 unconnected molecules or ions with the total composition C5H10O in a non-equilibrium geometry.

Calculated values
Net charge   -1
Kohn-Sham gap (alpha / beta)   1.892 / 5.592 eV
E_LUMO (alpha / beta)   0.10628 / 0.10275 Ha
HOMO energy (alpha / beta)   1.00 / -2.80 eV
Spin multiplicity   2
<S²>   0.757
Calculated total energy   -7391.2569 eV
Relative energy (zero: lowest compared OMol25 entry of this formula, charge and spin)   1.841 eV

```
16
C5H10O, DFT ωB97M-V with the def2-TZVPD basis set
C -2.4418 -0.8257 -2.7585
C -1.3341 -0.8475 -1.7103
C -0.0238 -0.9320 -2.1665
C 1.0629 -0.4479 -1.2979
C 1.2869 -0.7911 -0.0314
H -2.2740 0.0912 -3.3426
H -3.4396 -0.8224 -2.2860
H -2.5553 -1.6875 -3.4239
H -1.5630 -0.9499 -0.6608
H 0.2703 -1.2784 -3.1495
H 1.5088 0.4380 -1.7628
H 1.9825 -0.3283 0.6719
H 0.7860 -1.5822 0.5098
H 2.0471 2.3756 6.3480
H 0.5287 2.8613 6.2450
O 1.4467 3.0958 6.1231
```

Mulliken population analysis, charges in e, atoms 1 to 5: atom 1 (C): -1.03, atom 2 (C): -0.42, atom 3 (C): -1.13, atom 4 (C): 0.12, atom 5 (C): -0.64